ORCA calculation (ωB97M-V/def2-TZVPD) on a molecular structure, C14H32GdNO3P2Si in a non-equilibrium geometry.

HOMO-LUMO gap (alpha / beta), eV: 6.763 / 4.615
Largest force on an atom, eV Å⁻¹: 4.7
Net charge: +2
⟨S²⟩: 16.292
Energy relative to the best compared isomer or geometry (same formula, charge and spin), eV: 4.142
Total energy, eV: -69945.052
LUMO (alpha / beta), eV: -6.40 / -7.66
Highest occupied orbital energy (alpha / beta), eV: -13.16 / -12.27
2S+1: 8

Each line ends with the Mulliken spin population.
Atoms and positions in Å:
Gd: -0.63823 -0.83285 0.45761  6.393
P: -0.69886 1.28537 2.23540  0.118
C: -1.91828 2.19783 1.35178  0.452
C: -1.86661 2.20940 -0.12397  -0.117
N: -1.19254 1.22341 -0.85187  0.096
C: -0.90526 1.54146 -2.12739  -0.018
C: -1.27243 2.74197 -2.73828  0.025
C: -2.11642 3.63353 -2.06786  -0.007
C: -2.46958 3.27113 -0.80300  0.023
C: 0.01043 0.70698 -3.06162  -0.007
P: -0.02598 -1.11769 -3.00008  0.013
H: -3.16514 3.89218 -0.20424  -0.002
H: -0.94743 2.94604 -3.74780  0.002
H: -2.46484 4.55571 -2.52607  0.000
H: -0.39152 0.71860 -4.09762  0.000
H: 1.08723 0.92478 -2.93045  0.004
H: -3.26170 0.05350 1.11653  -0.012
H: -3.02001 2.24165 1.65125  -0.011
H: -3.17384 -3.93199 -1.51400  -0.001
O: -2.95546 -0.83063 1.39617  0.014
H: -3.62225 -1.27536 0.86935  0.000
H: -0.12594 -0.96060 -1.57194  -0.058
O: -2.30428 -3.85387 -1.07904  -0.001
H: -2.48677 -3.57707 -0.11141  0.002
C: -1.41786 -1.82517 -3.86630  -0.003
H: -1.17351 -1.44334 -4.86873  -0.001
H: -1.37849 -2.91501 -3.75989  -0.001
H: -2.34071 -1.42743 -3.44639  0.002
C: 1.54971 -1.86566 -3.34756  -0.004
H: 1.72836 -2.85108 -2.83474  0.000
H: 1.38368 -2.00434 -4.44808  -0.002
H: 2.33902 -1.10984 -3.10281  0.001
C: 0.20866 2.87133 2.31561  0.070
H: -0.32885 3.56574 2.97699  0.004
H: 1.23674 2.70001 2.63822  -0.007
H: 0.18418 3.30076 1.30677  0.005
C: -1.52053 1.12684 3.88717  0.013
H: -0.83952 0.59635 4.56456  -0.003
H: -1.75575 2.09946 4.35295  0.001
H: -2.44883 0.53271 3.84056  -0.005
C: 2.63456 -0.21378 3.16900  0.001
Si: 2.71058 -1.31826 1.70822  -0.003
C: 4.24422 -0.79372 0.65074  -0.002
C: 2.96533 -3.12461 2.20706  0.001
O: 1.38717 -1.20656 0.76380  0.022
H: 3.38799 -0.46879 3.91712  0.001
H: 1.67450 -0.25584 3.67409  0.003
H: 2.80668 0.83187 2.91848  -0.001
H: 5.19867 -1.05779 1.15113  0.000
H: 4.22428 -1.28515 -0.34266  0.000
H: 4.22570 0.30369 0.50059  0.000
H: 2.15217 -3.45563 2.86866  0.001
H: 2.97597 -3.79502 1.33464  0.001
H: 3.91159 -3.27521 2.74934  0.000